Record 1
146
Properties=species:S:1:pos:R:3 method="wB97M-V/def2-TZVPD" e_homo_ev=-8.73 lumo_ev=0.3332 smiles=COC[C@H](C)N.COC[C@H](C)N.COC[C@H](C)N.COC[C@H](C)N.COC[C@H](C)N.COC[C@H](C)N.COC[C@H](C)N.CCO.CCO.CCO spin_multiplicity=1 relative_energy_ev=6.864 total_charge=0 largest_force_ev_per_a=4.63
C -0.232 -8.997 -2.236
O -1.420 -8.619 -2.984
C -2.235 -7.630 -2.476
C -1.778 -6.221 -3.180
C -2.498 -4.971 -2.718
N -2.063 -6.328 -4.587
H -0.347 -9.425 -1.240
H 0.493 -8.184 -2.267
H 0.204 -9.693 -2.952
H -3.276 -7.871 -2.690
H -2.228 -7.659 -1.386
H -0.699 -6.083 -3.107
H -2.416 -4.032 -3.266
H -2.233 -4.743 -1.685
H -3.546 -5.259 -2.799
H -1.493 -7.141 -4.772
H -3.016 -6.660 -4.637
C 8.269 3.702 2.672
O 7.674 4.999 2.776
C 7.920 5.679 4.034
C 7.370 5.006 5.222
C 5.813 4.871 5.227
N 7.937 5.362 6.465
H 7.490 2.963 2.860
H 9.050 3.552 3.418
H 8.596 3.453 1.663
H 8.981 5.812 4.247
H 7.592 6.702 3.849
H 7.589 3.939 5.278
H 5.378 5.871 5.235
H 5.443 4.375 6.124
H 5.390 4.305 4.397
H 7.175 5.765 6.991
H 8.066 4.560 7.065
C 7.402 6.291 -4.929
O 6.256 5.805 -4.413
C 5.907 6.279 -3.113
C 4.534 5.686 -2.698
C 3.478 6.147 -3.690
N 4.222 6.130 -1.335
H 7.609 5.790 -5.875
H 8.188 6.038 -4.217
H 7.249 7.370 -4.956
H 6.790 5.974 -2.553
H 5.848 7.366 -3.057
H 4.653 4.604 -2.753
H 3.244 7.211 -3.656
H 2.557 5.630 -3.419
H 3.757 6.156 -4.744
H 4.330 7.134 -1.357
H 5.003 5.935 -0.725
C 2.052 -4.752 9.294
O 0.849 -4.355 8.640
C 0.326 -3.139 9.191
C -0.906 -2.568 8.300
C -1.070 -1.072 8.563
N -2.086 -3.187 8.704
H 2.235 -5.777 8.971
H 1.914 -4.680 10.373
H 2.944 -4.175 9.052
H -0.021 -3.398 10.191
H 1.080 -2.352 9.149
H -0.657 -2.811 7.267
H -1.250 -0.908 9.626
H -1.865 -0.692 7.922
H -0.161 -0.501 8.374
H -2.046 -4.194 8.642
H -2.907 -2.936 8.173
C 3.802 -0.910 -3.618
O 3.976 -0.614 -4.954
C 5.328 -0.394 -5.345
C 5.412 0.259 -6.773
C 6.858 0.635 -7.135
N 4.610 1.479 -6.949
H 3.980 -0.078 -2.936
H 4.355 -1.810 -3.348
H 2.813 -1.369 -3.596
H 5.885 0.268 -4.683
H 5.986 -1.262 -5.299
H 5.016 -0.448 -7.502
H 6.858 0.900 -8.192
H 7.628 -0.076 -6.836
H 7.213 1.494 -6.566
H 5.083 2.294 -6.586
H 3.798 1.365 -6.359
C -7.639 -7.500 0.628
O -7.747 -6.183 0.232
C -8.011 -5.244 1.320
C -7.973 -3.805 0.595
C -8.251 -2.686 1.536
N -8.892 -3.673 -0.516
H -6.910 -7.570 1.435
H -7.365 -8.252 -0.113
H -8.599 -7.843 1.015
H -8.940 -5.329 1.884
H -7.141 -5.296 1.974
H -6.915 -3.688 0.361
H -7.600 -2.767 2.407
H -9.243 -2.766 1.980
H -8.238 -1.738 0.998
H -9.599 -4.374 -0.352
H -8.510 -4.165 -1.311
C -6.289 2.121 -3.430
O -6.406 1.594 -4.768
C -7.751 1.600 -5.301
C -7.643 0.823 -6.658
C -8.816 0.849 -7.620
N -7.037 -0.518 -6.604
H -6.582 1.443 -2.628
H -6.906 3.003 -3.260
H -5.259 2.400 -3.209
H -8.410 1.095 -4.594
H -8.044 2.606 -5.599
H -6.905 1.315 -7.292
H -8.587 0.267 -8.512
H -9.025 1.865 -7.954
H -9.711 0.332 -7.272
H -6.288 -0.512 -5.927
H -6.506 -0.745 -7.432
C -1.410 1.069 2.469
C -0.818 2.422 2.159
O 0.538 2.181 1.840
H -0.821 0.773 3.337
H -1.346 0.322 1.678
H -2.424 1.102 2.870
H -0.914 3.082 3.021
H -1.379 3.039 1.457
H 0.885 2.852 1.247
C -1.438 9.358 0.907
C -2.676 10.159 1.254
O -2.435 11.242 2.159
H -0.599 9.854 0.419
H -1.620 8.550 0.198
H -1.097 9.004 1.879
H -3.468 9.535 1.669
H -3.011 10.561 0.298
H -1.926 11.941 1.741
C 1.406 -6.270 2.308
C 1.701 -6.800 3.776
O 2.296 -8.093 3.623
H 2.303 -5.871 1.833
H 0.791 -5.372 2.350
H 0.909 -6.963 1.628
H 0.797 -6.890 4.377
H 2.317 -6.038 4.254
H 2.173 -8.593 4.433


Record 2
98
Properties=species:S:1:pos:R:3 method="wB97M-V/def2-TZVPD" e_homo_ev="-9.22 / -9.21" lumo_ev="-3.6729 / -3.6714" spin_multiplicity=1 relative_energy_ev=0.000 total_charge=+1 largest_force_ev_per_a=4.51
Pt 1.916 -0.348 0.955
C 0.140 -4.537 1.303
C 0.916 -3.479 0.822
N 1.302 -2.470 1.572
C 0.993 -2.462 2.889
C 0.195 -3.485 3.459
C -0.231 -4.535 2.623
C -0.167 -3.398 4.818
C 0.182 -2.291 5.552
C 0.969 -1.278 5.009
C 1.467 -1.370 3.706
N 2.313 -0.519 3.090
C 3.128 0.422 3.612
C 3.571 0.499 4.935
C 4.353 1.566 5.374
C 4.772 2.551 4.515
C 4.475 2.451 3.142
C 5.007 3.338 2.182
C 4.739 3.137 0.854
C 3.920 2.064 0.487
N 3.411 1.233 1.364
C 3.659 1.386 2.680
H -0.167 -5.317 0.623
H 1.219 -3.452 -0.213
H -0.845 -5.318 3.043
H -0.739 -4.200 5.256
H -0.158 -2.196 6.572
H 1.174 -0.398 5.598
H 3.336 -0.291 5.630
H 4.634 1.618 6.414
H 5.366 3.383 4.861
H 5.641 4.151 2.504
H 5.148 3.779 0.089
H 3.676 1.890 -0.552
C 3.036 -1.303 -7.232
C 2.703 -0.965 -5.814
C 1.966 0.175 -5.506
C 1.672 0.490 -4.193
C 2.122 -0.344 -3.189
C 2.877 -1.467 -3.461
C 3.157 -1.778 -4.779
S 1.662 0.077 -1.486
O 1.569 1.535 -1.465
C -0.008 -0.613 -1.627
C -0.073 -1.994 -1.879
C -1.274 -2.640 -1.906
C -2.470 -1.945 -1.620
C -3.722 -2.591 -1.589
C -4.858 -1.895 -1.283
C -4.785 -0.528 -0.977
C -3.590 0.136 -1.023
C -2.409 -0.550 -1.371
C -1.153 0.120 -1.439
C -1.159 1.592 -1.376
C -1.644 2.318 -2.496
C -2.021 1.688 -3.702
C -2.449 2.425 -4.771
C -2.526 3.824 -4.685
C -2.165 4.461 -3.530
C -1.705 3.734 -2.413
C -1.282 4.383 -1.232
C -0.788 3.665 -0.180
C -0.745 2.271 -0.258
S -0.005 1.310 1.079
O 0.457 2.252 2.091
C -1.548 0.605 1.714
C -1.754 -0.758 1.631
C -2.900 -1.316 2.171
C -3.834 -0.515 2.816
C -5.042 -1.092 3.487
C -3.624 0.862 2.860
C -2.489 1.426 2.311
H 2.420 -0.738 -7.926
H 2.903 -2.365 -7.423
H 4.081 -1.062 -7.426
H 1.615 0.818 -6.298
H 1.114 1.376 -3.933
H 3.252 -2.081 -2.655
H 3.732 -2.661 -5.011
H 0.843 -2.518 -2.108
H -1.330 -3.692 -2.141
H -3.764 -3.650 -1.799
H -5.813 -2.397 -1.262
H -5.681 0.002 -0.702
H -3.532 1.182 -0.758
H -1.962 0.612 -3.776
H -2.738 1.933 -5.688
H -2.868 4.389 -5.539
H -2.209 5.538 -3.463
H -1.346 5.459 -1.180
H -0.420 4.135 0.717
H -1.014 -1.383 1.150
H -3.057 -2.380 2.088
H -5.001 -2.177 3.537
H -5.946 -0.808 2.949
H -5.116 -0.691 4.498
H -4.359 1.491 3.342
H -2.316 2.490 2.362


Record 3
26
Properties=species:S:1:pos:R:3 method="wB97M-V/def2-TZVPD" e_homo_ev=-9.08 lumo_ev=0.9988 smiles=Cc1ccccc1.CCC spin_multiplicity=1 relative_energy_ev=0.401 total_charge=0 largest_force_ev_per_a=1.40
C -0.005 -2.977 0.472
C 0.603 -1.638 0.778
C 0.877 -0.769 -0.273
C 1.459 0.476 -0.051
C 1.936 0.793 1.217
C 1.712 -0.076 2.262
C 1.006 -1.266 2.058
H -0.813 -2.905 -0.254
H -0.388 -3.487 1.354
H 0.731 -3.612 -0.019
H 0.672 -1.043 -1.311
H 1.495 1.219 -0.834
H 2.506 1.698 1.384
H 1.997 0.094 3.293
H 0.807 -1.964 2.858
C -1.309 1.453 -2.823
C -1.910 1.133 -1.432
C -2.822 2.263 -0.980
H -1.848 0.969 -3.629
H -0.253 1.192 -2.866
H -1.336 2.532 -2.942
H -2.431 0.173 -1.440
H -1.082 0.965 -0.763
H -2.220 3.129 -0.708
H -3.446 2.575 -1.827
H -3.482 2.052 -0.138